DFT (ωB97M-V with the def2-TZVPD basis set) results for a single C14H24N2O2S molecule.

Its SMILES is CN1CCCN(C[C@@H](O)COCc2cccs2)CC1. Its HOMO-LUMO gap is 9.57 eV. Its LUMO energy is 0.883 eV. The calculation puts the highest occupied orbital energy at -8.7 eV. The energy above the lowest of the compared OMol25 structures with the same formula, charge and spin comes out at 60.9 kcal/mol. The molecular weight comes out at 284.42 g/mol.

Each atom is followed by the atoms it is bonded to, with distances in Å.
Positions of all 43 atoms, in Å:
1 C -3.852 -2.750 -0.357  N2 1.448, H20 1.089, H21 1.089, H22 1.102
2 N -3.618 -1.395 0.096  C1 1.448, C3 1.454, C19 1.450
3 C -3.811 -0.422 -0.968  N2 1.454, C4 1.531, H23 1.102, H24 1.092
4 C -4.138 0.958 -0.392  C3 1.531, C5 1.531, H25 1.091, H26 1.090
5 C -2.908 1.833 -0.141  C4 1.531, N6 1.451, H27 1.105, H28 1.095
6 N -1.755 1.059 0.281  C5 1.451, C7 1.451, C18 1.455
7 C -0.575 1.868 0.524  N6 1.451, C8 1.539, H29 1.093, H30 1.100
8 C 0.675 1.042 0.176  C7 1.539, O9 1.409, C10 1.537, H31 1.103
9 O 0.470 0.408 -1.066  C8 1.409, H32 0.973
10 C 1.923 1.937 0.111  C8 1.537, O11 1.401, H33 1.100, H34 1.093
11 O 3.121 1.252 0.354  C10 1.401, C12 1.420
12 C 3.507 0.381 -0.699  O11 1.420, C13 1.488, H35 1.102, H36 1.097
13 C 4.778 -0.292 -0.316  C12 1.488, C14 1.360, S17 1.731
14 C 4.967 -1.585 0.062  C13 1.360, C15 1.413, H37 1.075
15 C 6.311 -1.878 0.385  C14 1.413, C16 1.356, H38 1.075
16 C 7.122 -0.799 0.252  C15 1.356, S17 1.719, H39 1.072
17 S 6.263 0.596 -0.268  C13 1.731, C16 1.719
18 C -2.047 0.094 1.329  N6 1.455, C19 1.530, H40 1.096, H41 1.093
19 C -2.322 -1.291 0.739  N2 1.450, C18 1.530, H42 1.106, H43 1.094
20 H -3.770 -3.427 0.492  C1 1.089
21 H -4.861 -2.824 -0.759  C1 1.089
22 H -3.138 -3.074 -1.131  C1 1.102
23 H -2.939 -0.360 -1.640  C3 1.102
24 H -4.666 -0.759 -1.559  C3 1.092
25 H -4.793 1.495 -1.081  C4 1.091
26 H -4.693 0.800 0.533  C4 1.090
27 H -3.169 2.612 0.598  C5 1.105
28 H -2.628 2.338 -1.072  C5 1.095
29 H -0.606 2.730 -0.149  C7 1.093
30 H -0.511 2.240 1.557  C7 1.100
31 H 0.848 0.278 0.952  C8 1.103
32 H -0.489 0.252 -1.117  O9 0.973
33 H 1.949 2.428 -0.872  C10 1.100
34 H 1.865 2.695 0.896  C10 1.093
35 H 3.640 0.967 -1.623  C12 1.102
36 H 2.729 -0.371 -0.882  C12 1.097
37 H 4.172 -2.308 0.103  C14 1.075
38 H 6.652 -2.848 0.700  C15 1.075
39 H 8.177 -0.732 0.430  C16 1.072
40 H -2.897 0.408 1.945  C18 1.096
41 H -1.177 0.007 1.984  C18 1.093
42 H -1.503 -1.540 0.040  C19 1.106
43 H -2.306 -2.022 1.553  C19 1.094